# 1
The following is a quantum chemistry calculation of 2 unconnected molecules or ions with the total composition C5H10F3N3, from the Open Molecules 2025 dataset.

Geometry as XYZ:
```
21
Properties=species:S:1:pos:R:3:lowdin_spin:R:1
C 1.25 1.65 0.32 0.55
C -2.02 -1.82 0.49 0.00
C 1.19 0.27 0.03 0.66
C -1.13 0.24 -0.56 0.04
C 1.56 -0.67 1.11 0.09
N 1.13 2.58 -0.62 0.37
N -0.86 0.80 -1.65 0.10
N -1.45 -1.07 -0.56 0.01
F 2.85 -0.59 1.53 0.06
F 1.35 -1.96 0.66 0.01
F 0.97 -0.57 2.25 0.01
H 1.17 1.95 1.29 0.04
H -1.22 -2.30 0.98 0.00
H -2.61 -1.26 1.14 0.00
H -2.72 -2.60 0.04 0.00
H 1.26 -0.10 -0.96 0.02
H -1.17 0.89 0.36 0.02
H 1.23 3.55 -0.40 0.01
H 1.18 2.23 -1.59 0.01
H -0.88 0.19 -2.43 0.01
H -1.08 -1.42 -1.41 0.00
```

Summary:
Energy: -660.1942 a.u.
2S+1: 3
HOMO energy (alpha / beta): -4.82 / -8.70 eV
HOMO-LUMO gap (alpha / beta): 5.82 / 7.43 eV
Net charge: 0

# 2
The following is a quantum chemistry calculation of 2 unconnected molecules or ions with the total composition C5H10F3O4S3, from the Open Molecules 2025 dataset.

Geometry as XYZ:
```
25
Properties=species:S:1:pos:R:3:lowdin_charge:R:1
C 3.61 -2.62 -1.28 -0.12
S 2.79 -1.06 -1.32 0.50
O 2.19 -0.74 -0.07 -0.30
O 3.49 -0.14 -2.14 -0.24
S 0.92 -1.46 -2.55 0.58
S -0.23 -2.70 -1.36 0.51
H 4.61 -2.39 -0.92 0.10
H 3.06 -3.28 -0.62 0.08
H 3.64 -3.03 -2.29 0.08
H 1.47 -2.33 -3.43 -0.05
H 0.56 -2.53 -0.29 -0.15
C -0.33 1.47 -0.23 -0.05
C -0.91 0.59 0.85 -0.21
O -1.62 1.37 1.83 0.04
C -2.86 1.71 1.48 -0.39
O -3.42 1.42 0.47 0.18
C -3.53 2.51 2.63 -0.56
F -2.71 3.45 3.10 0.18
F -3.83 1.67 3.63 0.17
F -4.64 3.08 2.20 0.19
H 0.33 2.23 0.20 0.10
H 0.26 0.87 -0.93 0.03
H -1.12 1.97 -0.80 0.09
H -0.13 0.09 1.42 0.12
H -1.59 -0.16 0.44 0.11
```

Summary:
Energy: -1991.3104 a.u.
HOMO energy: -13.51 eV
HOMO-LUMO gap: 7.64 eV
Net charge: +1

# 3
The following is a quantum chemistry calculation of a molecular structure, C5H10F6O3PS3SbScTe, from the Open Molecules 2025 dataset.

Geometry as XYZ:
```
31
Properties=species:S:1:pos:R:3:lowdin_spin:R:1
Sc 3.05 -0.23 12.31 0.03
S 1.60 2.08 15.97 0.76
C 1.80 1.44 14.45 0.04
S 0.83 0.16 13.84 0.06
S 3.03 2.13 13.53 0.11
F 2.35 0.30 10.46 0.00
Sb 3.83 0.29 9.11 0.00
F 2.80 1.03 7.80 0.00
F 4.23 2.08 9.80 0.00
F 5.46 -0.03 8.36 0.00
F 4.46 -0.31 10.89 0.00
F 3.27 -1.48 8.72 0.00
C 4.31 -2.07 16.89 0.00
C 3.53 -2.87 15.85 0.00
O 4.39 -3.29 14.75 0.00
P 4.40 -2.64 13.32 0.00
O 4.50 -1.10 13.46 0.00
Te 2.46 -3.03 11.99 0.00
O 5.70 -3.30 12.71 0.00
C 6.98 -2.65 12.41 0.00
C 8.10 -3.25 13.20 0.00
H 3.65 -1.93 17.74 0.00
H 4.55 -1.08 16.47 0.00
H 5.19 -2.62 17.19 0.00
H 2.65 -2.32 15.52 0.00
H 3.22 -3.80 16.27 0.00
H 6.82 -1.57 12.57 0.00
H 7.08 -2.84 11.34 0.00
H 8.04 -2.99 14.25 0.00
H 9.05 -2.88 12.78 0.00
H 8.00 -4.31 13.11 0.00
```

Summary:
Energy: -3826.6901 a.u.
2S+1: 2
HOMO energy (alpha / beta): -8.63 / -8.63 eV
HOMO-LUMO gap (alpha / beta): 7.69 / 5.55 eV
Energy relative to the best compared isomer or geometry (same formula, charge and spin): 0.0 kJ/mol
Net charge: 0

# 4
The following is a quantum chemistry calculation of a single C5H10FN molecule, from the Open Molecules 2025 dataset.

Geometry as XYZ:
```
17
Properties=species:S:1:pos:R:3:lowdin_charge:R:1
C 1.16 -1.66 2.23 0.00
C 0.21 -0.93 1.73 -0.18
C -1.47 0.49 -1.70 -0.15
C -0.13 1.06 -1.39 -0.27
C 0.25 0.81 0.09 -0.20
N 0.12 -0.61 0.32 -0.15
F 1.14 -1.22 -0.43 -0.04
H 1.28 -1.62 3.34 0.08
H 1.87 -1.96 1.52 0.04
H -0.59 -0.41 2.31 0.13
H -1.64 0.43 -2.82 0.09
H -1.55 -0.53 -1.31 0.06
H -2.35 1.14 -1.31 0.10
H 0.07 2.11 -1.52 0.09
H 0.54 0.45 -2.07 0.12
H 1.38 0.96 0.29 0.15
H -0.32 1.49 0.69 0.11
```

Summary:
Energy: -351.0035 a.u.
HOMO energy: -8.97 eV
HOMO-LUMO gap: 10.01 eV
Energy relative to the best compared isomer or geometry (same formula, charge and spin): 321.0 kJ/mol
SMILES: C=CN(F)CCC
Net charge: 0

# 5
The following is a quantum chemistry calculation of a single C5H10FN molecule, from the Open Molecules 2025 dataset.

Geometry as XYZ:
```
17
Properties=species:S:1:pos:R:3:lowdin_charge:R:1
C -0.13 1.69 -0.35 -0.06
C 0.26 0.26 -0.10 -0.64
C 1.68 0.19 0.17 -0.08
C -0.77 -0.43 0.90 -0.13
C -1.12 -1.48 -0.20 -0.15
H 0.08 2.00 -1.34 0.06
H -1.33 1.53 -0.57 0.15
H 0.05 2.31 0.52 0.08
H 1.59 0.49 1.46 0.21
H 2.26 0.97 -0.44 0.14
H -0.30 -0.80 1.71 0.05
H -1.48 0.34 1.26 0.11
H -2.24 -1.44 -0.40 0.09
H -0.81 -2.67 0.13 0.17
H 0.44 -1.22 -1.41 0.10
N -0.33 -0.55 -1.18 0.01
F 2.15 -1.20 -0.17 -0.11
```

Summary:
Energy: -350.9878 a.u.
HOMO energy: -9.33 eV
HOMO-LUMO gap: 10.27 eV
Energy relative to the best compared isomer or geometry (same formula, charge and spin): 362.2 kJ/mol
SMILES: C[C@@]1(CF)CCN1
Net charge: 0

# 6
The following is a quantum chemistry calculation of a gas-phase ion, C5H10FN2 (charge +1), from the Open Molecules 2025 dataset.

Geometry as XYZ:
```
18
Properties=species:S:1:pos:R:3:lowdin_charge:R:1
C -2.36 -1.08 0.20 0.11
C -0.40 -1.52 -0.33 -0.17
C -0.56 0.01 0.10 -0.21
C 0.31 0.70 1.12 -0.09
C 1.88 0.63 0.80 -0.06
N -1.71 -2.06 -0.18 0.04
N -0.70 0.82 -1.13 0.24
F 2.05 0.96 -0.57 -0.06
H -3.38 -0.87 0.41 0.09
H -0.06 -1.80 -1.36 0.14
H 0.25 -2.04 0.31 0.10
H -0.05 1.70 1.21 0.11
H 0.16 0.35 2.10 0.11
H 2.39 1.36 1.37 0.12
H 2.15 -0.31 1.02 0.08
H -1.38 1.53 -1.06 0.16
H -0.85 0.14 -1.81 0.13
H 0.29 1.18 -1.19 0.16
```

Summary:
Energy: -405.4905 a.u.
HOMO energy: -13.39 eV
HOMO-LUMO gap: 9.53 eV
Energy relative to the best compared isomer or geometry (same formula, charge and spin): 447.7 kJ/mol
Net charge: +1

# 7
The following is a quantum chemistry calculation of a gas-phase ion, C5H10FN4 (charge +1), from the Open Molecules 2025 dataset.

Geometry as XYZ:
```
20
Properties=species:S:1:pos:R:3:lowdin_charge:R:1
N 3.03 -1.38 0.85 0.12
C 2.23 -0.41 0.34 -0.30
N 0.87 -0.39 0.80 0.21
C 0.39 0.76 0.08 -0.17
C -1.13 1.11 0.34 -0.10
C -1.98 0.15 -0.66 -0.15
C -2.84 -0.94 0.15 -0.16
F -2.95 -2.07 -0.71 -0.09
N 1.37 1.36 -0.74 0.11
N 2.50 0.63 -0.58 0.12
H 3.21 -2.26 0.34 0.13
H 3.39 -1.23 1.80 0.13
H -1.41 0.92 1.43 0.13
H -1.30 2.22 0.11 0.12
H -1.26 -0.46 -1.30 0.12
H -2.62 0.74 -1.38 0.12
H -3.84 -0.49 0.43 0.13
H -2.23 -1.27 1.06 0.12
H 1.18 2.19 -1.31 0.20
H 3.40 0.81 -1.05 0.20
```

Summary:
Energy: -515.0899 a.u.
HOMO energy: -14.57 eV
HOMO-LUMO gap: 10.57 eV
Energy relative to the best compared isomer or geometry (same formula, charge and spin): 158.1 kJ/mol
SMILES: Nc1nc(CCCF)[nH][nH+]1
Net charge: +1

# 8
The following is a quantum chemistry calculation of a molecular structure, C5H10GaO3, from the Open Molecules 2025 dataset.

Geometry as XYZ:
```
19
Properties=species:S:1:pos:R:3:lowdin_spin:R:1
C 2.62 0.67 0.55 0.00
O 1.76 1.73 0.34 0.00
C 2.11 -0.61 -0.12 0.01
O 0.73 -0.73 0.27 0.19
C -0.14 -1.41 -0.53 0.59
C -1.55 -1.20 -0.12 0.10
O -1.76 0.21 0.05 0.02
C -3.11 0.55 0.36 0.01
Ga -0.07 1.16 0.33 0.03
H 2.76 0.46 1.63 0.00
H 3.63 0.86 0.13 0.00
H 2.64 -1.51 0.22 0.00
H 2.16 -0.53 -1.21 0.00
H 0.21 -2.22 -1.16 0.03
H -1.79 -1.70 0.84 0.02
H -2.23 -1.59 -0.89 0.01
H -3.17 1.64 0.43 0.00
H -3.77 0.20 -0.45 0.00
H -3.40 0.10 1.31 0.00
```

Summary:
Energy: -2346.1937 a.u.
2S+1: 2
HOMO energy (alpha / beta): -17.39 / -19.51 eV
HOMO-LUMO gap (alpha / beta): 5.42 / 7.54 eV
Energy relative to the best compared isomer or geometry (same formula, charge and spin): 195.8 kJ/mol
Net charge: +2

# 9
The following is a quantum chemistry calculation of a molecular structure, C5H10I2, from the Open Molecules 2025 dataset.

Geometry as XYZ:
```
17
Properties=species:S:1:pos:R:3:lowdin_charge:R:1
C 1.86 -0.17 0.40 -0.07
C 0.06 0.05 -1.58 -0.11
C -1.50 1.31 1.03 -0.53
C 0.56 -0.67 -0.31 -0.55
C -0.56 -0.95 0.69 -0.60
I -3.27 1.52 -0.16 0.65
I -2.23 -2.02 -0.01 0.81
H 1.95 -0.36 1.41 0.04
H 1.94 1.03 0.35 0.13
H 2.73 -0.49 0.00 0.03
H -0.14 1.13 -1.33 0.07
H -0.84 -0.64 -1.99 0.06
H 0.91 -0.09 -2.24 0.06
H -1.59 1.42 2.03 -0.07
H -0.69 1.78 0.50 -0.06
H 0.99 -1.74 -0.42 0.15
H -0.19 -1.11 1.64 0.00
```

Summary:
Energy: -791.7315 a.u.
HOMO energy (alpha / beta): -8.14 / -8.14 eV
HOMO-LUMO gap (alpha / beta): 8.12 / 8.12 eV
Energy relative to the best compared isomer or geometry (same formula, charge and spin): 344.7 kJ/mol
Net charge: 0

# 10
The following is a quantum chemistry calculation of a molecular structure, C5H10LaMgO3, from the Open Molecules 2025 dataset.

Geometry as XYZ:
```
20
Properties=species:S:1:pos:R:3:lowdin_charge:R:1
O 1.59 1.54 -1.13 -0.52
C 2.53 1.04 -0.24 -0.31
C 1.97 0.94 1.18 -0.19
O 0.67 0.33 1.07 -0.45
C 0.05 0.00 2.30 -0.08
La -0.46 1.02 -1.02 2.07
H 3.43 1.67 -0.19 0.14
H 2.85 0.02 -0.54 0.13
H 1.84 1.94 1.63 0.14
H 2.61 0.33 1.83 0.15
H -0.97 0.41 2.26 0.09
H -0.01 -1.09 2.41 0.08
H 0.62 0.43 3.14 0.11
C -2.66 -0.12 -1.94 -0.31
C -2.32 -1.46 -2.19 -0.48
O -2.46 -2.40 -1.36 -0.40
Mg -1.25 -3.49 -0.09 0.61
H -3.33 0.07 -1.09 0.06
H -2.79 0.51 -2.83 0.04
H -1.90 -1.71 -3.19 0.12
```

Summary:
Energy: -653.6099 a.u.
HOMO energy (alpha / beta): -8.66 / -8.66 eV
HOMO-LUMO gap (alpha / beta): 3.78 / 3.77 eV
Energy relative to the best compared isomer or geometry (same formula, charge and spin): 0.0 kJ/mol
Net charge: +1